Entry 1:
{"formula": "C15H22NO17S", "method": "ωB97M-V with the def2-TZVPD basis set", "spin_multiplicity": 1, "total_charge": 1, "total_energy_ev": -63030.8147, "molar_mass_da": 520.398, "species": ["S", "O", "O", "O", "O", "O", "O", "O", "O", "O", "O", "O", "O", "O", "O", "O", "O", "O", "N", "C", "C", "C", "C", "C", "C", "C", "C", "C", "C", "C", "C", "C", "C", "C", "H", "H", "H", "H", "H", "H", "H", "H", "H", "H", "H", "H", "H", "H", "H", "H", "H", "H", "H", "H", "H", "H"], "xyz": [[-2.969, -2.870, 5.940], [-1.765, -2.589, 4.756], [1.364, -0.452, 0.309], [6.387, -0.049, 1.272], [-1.913, 1.044, -0.811], [-1.341, -1.642, -4.999], [-0.481, -2.908, 6.429], [-3.110, -2.021, -6.400], [-2.766, 7.136, 0.032], [2.818, -2.062, -0.417], [5.940, 0.959, 3.276], [-2.031, -1.237, -0.683], [-4.000, 5.963, -1.496], [-2.021, -3.756, -5.381], [1.484, -2.415, 1.407], [5.622, -1.288, 2.991], [-2.390, 4.932, -0.238], [-2.652, -0.130, -2.586], [-0.532, -2.874, 5.210], [5.980, -0.038, 2.575], [0.690, -1.548, 2.194], [6.504, -1.407, 0.890], [-0.652, -2.471, -4.083], [-3.129, 6.006, -0.643], [-0.795, -3.834, -4.678], [-2.235, -2.436, -5.659], [-2.898, 1.236, -2.861], [-2.186, -0.199, -1.305], [1.964, -1.677, 0.364], [-1.900, 6.732, 1.075], [0.290, -0.479, 1.230], [-1.352, 5.432, 0.583], [-2.004, 1.947, -1.897], [5.592, -2.111, 1.841], [0.169, 0.494, 1.714], [-3.666, -4.087, 5.697], [-0.834, -4.619, -3.918], [-1.134, 4.737, 1.398], [-2.483, 6.619, 1.995], [-1.133, -2.391, -3.102], [1.300, -1.161, 3.018], [-3.958, 1.447, -2.682], [-2.660, 1.472, -3.902], [-0.171, -2.079, 2.608], [5.937, -3.121, 2.078], [-1.001, 2.114, -2.303], [-0.451, 5.562, -0.026], [-2.420, 2.904, -1.572], [4.563, -2.165, 1.471], [7.548, -1.717, 1.004], [0.005, -4.067, -5.389], [6.204, -1.543, -0.153], [-3.972, -1.884, 5.887], [-0.631, -0.725, 0.691], [-1.117, 7.478, 1.240], [0.393, -2.164, -3.992]], "nbo_charge": [0.62, -0.42, -0.47, -0.48, -0.49, -0.49, -0.20, -0.57, -0.47, -0.58, -0.58, -0.62, -0.57, -0.48, -0.49, -0.49, -0.50, -0.47, 0.48, 0.96, -0.09, -0.10, -0.11, 0.96, -0.10, 0.96, -0.10, 0.98, 0.96, -0.10, -0.13, -0.10, -0.11, -0.11, 0.20, 0.26, 0.20, 0.20, 0.18, 0.19, 0.18, 0.19, 0.22, 0.17, 0.20, 0.19, 0.19, 0.23, 0.19, 0.19, 0.19, 0.21, 0.27, 0.23, 0.21, 0.21]}


Entry 2:
{"formula": "C15H23AgS3Se", "method": "ωB97M-V with the def2-TZVPD basis set", "spin_multiplicity": 1, "total_energy_ev": -117779.6458, "molar_mass_da": 486.378, "species": ["Ag", "Se", "S", "S", "S", "C", "C", "C", "C", "C", "C", "C", "C", "C", "C", "C", "C", "C", "C", "C", "H", "H", "H", "H", "H", "H", "H", "H", "H", "H", "H", "H", "H", "H", "H", "H", "H", "H", "H", "H", "H", "H", "H"], "xyz": [[0.689, 0.661, 0.451], [1.364, 2.505, -0.970], [-2.093, 0.194, 0.762], [-0.460, -1.020, -1.816], [0.725, -1.850, 1.422], [0.816, -2.924, -0.057], [2.315, 4.957, 0.267], [5.314, 7.203, -0.337], [-2.007, -1.828, -1.239], [4.597, 2.416, -1.436], [4.446, 5.986, -0.253], [3.191, 6.030, 0.333], [-0.982, -2.137, 2.038], [-2.898, -0.833, -0.512], [2.714, 3.800, -0.412], [0.985, 5.050, 0.950], [4.868, 4.782, -0.787], [0.850, -2.226, -1.404], [4.026, 3.682, -0.872], [-1.826, -0.886, 2.207], [-1.743, -2.675, -0.611], [0.836, 6.039, 1.376], [0.935, 4.311, 1.753], [3.903, 1.587, -1.311], [5.520, 7.431, -1.383], [4.822, 8.060, 0.112], [0.871, -2.982, -2.193], [1.748, -1.612, -1.483], [2.875, 6.937, 0.828], [5.531, 2.185, -0.926], [4.815, 2.533, -2.496], [-2.535, -2.206, -2.117], [-1.339, -0.207, 2.909], [-2.808, -1.160, 2.601], [-0.005, -3.638, 0.010], [-3.758, -1.327, -0.055], [5.871, 4.697, -1.183], [0.175, 4.843, 0.254], [-1.464, -2.862, 1.385], [6.267, 7.041, 0.164], [-3.251, -0.077, -1.217], [1.750, -3.477, 0.062], [-0.859, -2.597, 3.022]], "nbo_charge": [0.57, -0.50, 0.21, 0.21, 0.19, -0.53, -0.07, -0.62, -0.54, -0.64, -0.02, -0.22, -0.53, -0.55, -0.05, -0.63, -0.22, -0.54, -0.07, -0.55, 0.20, 0.20, 0.22, 0.23, 0.22, 0.21, 0.23, 0.25, 0.20, 0.21, 0.21, 0.23, 0.24, 0.23, 0.22, 0.23, 0.20, 0.23, 0.22, 0.21, 0.24, 0.24, 0.23]}


Entry 3:
{"formula": "C15H23Be2Br2Cl3F3N3O10SV", "method": "ωB97M-V with the def2-TZVPD basis set", "spin_multiplicity": 1, "total_charge": 1, "total_energy_ev": -263977.5934, "molar_mass_da": 829.556, "species": ["Br", "Br", "V", "Cl", "Cl", "Cl", "S", "F", "F", "F", "O", "O", "O", "O", "O", "O", "O", "O", "O", "O", "N", "N", "N", "C", "C", "C", "C", "C", "C", "C", "C", "C", "C", "C", "C", "C", "C", "C", "Be", "Be", "H", "H", "H", "H", "H", "H", "H", "H", "H", "H", "H", "H", "H", "H", "H", "H", "H", "H", "H", "H", "H", "H", "H"], "xyz": [[-1.817, -0.983, 2.853], [3.415, 0.484, 6.765], [-1.302, -2.227, 7.530], [-1.427, 1.206, -7.379], [-3.524, -1.923, 1.809], [-2.038, 3.818, -6.225], [-5.098, -1.610, 5.601], [-5.446, -2.559, -3.364], [-5.430, -3.424, -1.390], [-4.562, -1.483, -1.719], [-3.519, -4.650, -2.776], [-5.438, -1.519, 4.192], [-4.629, -0.331, 6.108], [-3.947, -2.670, 5.761], [6.930, 0.470, 4.690], [-2.321, -2.759, -2.639], [2.438, 2.409, -3.367], [-6.231, -2.078, 6.369], [-0.109, -2.307, 8.662], [-2.609, -2.158, 6.316], [2.575, 0.329, 1.602], [0.665, -0.374, 2.853], [1.977, 4.426, -4.219], [-1.895, 2.876, -7.718], [2.580, 0.620, 3.970], [-1.549, -5.765, -1.888], [-4.710, -2.699, -2.252], [1.599, 3.210, -3.772], [-3.360, -3.352, -2.565], [4.857, 1.659, 5.017], [4.523, 1.239, 2.551], [1.953, 0.195, 2.780], [5.879, 0.470, 5.257], [3.811, 0.821, 1.445], [3.899, 1.147, 3.848], [1.142, 5.500, -4.731], [-2.333, -5.388, -3.127], [0.127, 2.876, -3.785], [-1.526, 0.643, -3.065], [4.211, 1.344, -1.255], [2.077, 0.549, 4.927], [2.063, 0.032, 0.770], [1.453, 5.730, -5.750], [0.479, -0.838, 1.971], [-1.723, -4.824, -3.833], [-0.014, 0.353, 3.063], [-2.672, -6.287, -3.638], [-0.008, 1.859, -3.387], [1.289, 6.384, -4.110], [5.365, 2.560, 4.617], [5.546, 1.619, 2.472], [2.974, 4.575, -4.179], [4.271, 0.877, 0.387], [-0.268, 2.906, -4.803], [-1.139, 3.332, -8.348], [-1.180, -4.878, -1.371], [-0.696, -6.391, -2.150], [4.248, 1.936, 5.984], [5.540, -0.351, 5.925], [-2.853, 2.878, -8.226], [-2.182, -6.307, -1.184], [-0.424, 3.572, -3.149], [0.090, 5.231, -4.729]], "mulliken_charge": [0.24, -0.32, 1.61, -0.14, -0.08, -0.13, 1.25, -0.27, -0.24, -0.22, -0.33, -0.45, -0.52, -0.19, -0.39, -0.50, -0.65, -0.51, -0.73, -0.63, 0.06, -0.69, -0.16, -0.25, -0.10, -1.09, 0.90, 0.54, 0.37, -1.02, -0.86, -0.33, 0.21, -0.42, 1.15, -0.70, -0.21, -0.43, 0.17, -0.04, 0.45, 0.25, 0.27, 0.33, 0.31, 0.37, 0.33, -0.22, 0.29, 0.40, 0.44, 0.24, 0.46, 0.04, 0.26, 0.29, 0.38, 0.45, 0.36, 0.30, 0.31, 0.56, 0.25]}


Entry 4:
{"formula": "C15H23BeF4N4S", "method": "ωB97M-V with the def2-TZVPD basis set", "spin_multiplicity": 1, "total_charge": 1, "total_energy_ev": -43991.5420, "molar_mass_da": 376.448, "species": ["S", "F", "F", "F", "F", "N", "N", "N", "N", "C", "C", "C", "C", "C", "C", "C", "C", "C", "C", "C", "C", "C", "C", "C", "Be", "H", "H", "H", "H", "H", "H", "H", "H", "H", "H", "H", "H", "H", "H", "H", "H", "H", "H", "H", "H", "H", "H", "H"], "xyz": [[0.694, 1.696, 0.710], [2.270, -4.139, 0.658], [1.753, -1.031, 5.068], [0.632, -0.243, 2.758], [3.297, -4.934, 2.960], [-1.139, -0.611, -0.810], [0.795, -1.654, 0.487], [1.561, 2.285, -1.777], [0.370, 3.923, -0.669], [1.413, -2.152, 1.627], [2.647, -3.770, 2.936], [2.097, -3.358, 1.735], [-1.651, 0.383, -1.770], [-0.655, 4.342, 0.300], [2.515, 1.177, -1.731], [-2.260, -1.111, 0.032], [1.272, 2.772, -3.132], [1.334, -1.402, 2.804], [0.865, 2.684, -0.701], [0.300, -2.600, -0.532], [1.021, 5.045, -1.364], [1.886, -1.809, 3.992], [2.559, -3.010, 4.079], [-0.500, -1.762, -1.531], [0.199, -0.232, 0.239], [-2.366, -0.081, -2.451], [-1.253, -2.354, -2.057], [0.321, 3.295, -3.158], [2.058, 3.424, -3.511], [-1.170, 5.204, -0.116], [0.420, 5.411, -2.195], [-1.898, -1.866, 0.727], [3.003, -3.338, 5.010], [-3.037, -1.543, -0.602], [2.067, 0.256, -2.108], [-1.371, 3.548, 0.475], [2.873, 1.015, -0.720], [1.098, -3.101, -1.076], [1.205, 1.907, -3.794], [0.174, -1.338, -2.275], [1.146, 5.854, -0.646], [2.005, 4.760, -1.719], [-2.148, 1.188, -1.230], [-0.203, 4.620, 1.252], [-2.682, -0.284, 0.602], [-0.318, -3.384, -0.082], [-0.826, 0.799, -2.349], [3.362, 1.425, -2.370]], "nbo_charge": [-0.38, -0.31, -0.29, -0.33, -0.29, -0.63, -1.02, -0.42, -0.40, 0.06, 0.36, 0.27, -0.41, -0.41, -0.42, -0.44, -0.42, 0.31, 0.40, -0.23, -0.42, 0.34, -0.35, -0.24, 1.58, 0.21, 0.22, 0.22, 0.22, 0.22, 0.22, 0.23, 0.26, 0.21, 0.20, 0.23, 0.25, 0.22, 0.22, 0.20, 0.23, 0.22, 0.22, 0.22, 0.22, 0.19, 0.20, 0.22]}


LUMO readings, ordered: -7.111 0.124 -8.747 -2.506 eV